No. 1
Formula: C44H53GeNO2PRuSeTe
Source: the OMol25 dataset
Level of theory: wB97M-V/def2-TZVPD

```
105
Properties=species:S:1:pos:R:3
C -0.0531 -4.8145 -0.4002
C -0.1597 -0.9156 -6.6755
H 3.5455 6.5096 -0.5564
C 3.7837 -0.5228 -0.6808
C -0.7667 1.6771 0.3002
H 3.3791 -1.1525 2.3785
H -0.4977 4.5862 -0.9457
C -0.0031 -2.1409 -6.0440
C -3.0846 -4.0483 2.3709
C 2.1507 3.6950 1.0445
H -1.0016 -2.0743 -2.1531
C 0.8822 -1.0306 -4.1105
C -3.8062 0.2239 -0.2584
H -6.3343 -0.5418 -0.0442
H -1.6767 1.8856 -0.2642
C 4.3318 -1.1676 -1.8512
C -0.4413 5.3735 -0.1976
H 2.1046 7.1461 -1.3231
C -1.4239 0.2389 2.3033
H 2.8919 -2.5729 3.3326
H 3.1988 -2.3652 -4.8255
H 3.2294 -2.7390 1.6029
P 1.6869 -1.1102 -2.4865
C 1.3228 -4.6727 -0.4962
H 4.8558 2.2634 0.4550
C -5.3409 -3.2484 1.6928
H -0.2857 -3.0534 -6.5492
H 2.9419 -3.4843 -1.2404
C -1.0860 1.4823 1.7564
H -1.9257 3.5491 5.7283
H -3.2493 -1.3431 4.0935
H -3.2391 -4.0257 3.4507
C -7.6788 -2.6184 1.0038
C -4.3157 -0.9946 0.4394
H 1.9725 -5.4086 -0.0460
O 0.4702 -2.4391 2.6776
H -1.9785 -1.2276 5.3075
H -7.9906 -2.7195 -0.0344
H -2.7944 0.0365 -0.6275
H -0.5642 -0.8769 -7.6768
C 3.8888 -2.1043 -4.0365
C -0.8903 -3.8776 -0.9862
C 3.4257 -1.5156 -2.8718
H 4.8491 2.1987 -1.3313
H -1.6399 -2.0108 3.7614
Te -1.2789 -1.5159 1.1278
H 4.6826 3.7672 -0.4996
H 1.1008 6.0086 3.0513
H 2.6238 6.6797 2.4599
H 1.4625 3.1759 1.7109
C -6.2104 -2.3671 1.0726
H 5.6165 -2.7980 -5.0838
C 6.1434 -2.0181 -3.1662
C -5.6795 -1.2408 0.4547
O 4.2530 -0.1729 0.3651
C -2.1783 -1.1918 4.2390
C 2.5563 6.2458 -0.9173
H -5.7245 -4.1309 2.1820
C 2.8143 -2.0815 2.3675
C 0.1992 0.2536 -6.0223
H 6.3866 -1.1800 -1.2040
H -2.0266 -3.8511 2.1679
H -0.2873 0.7759 -0.1566
C 5.6960 -1.4332 -1.9946
C 1.5716 6.5393 2.2283
H -1.7281 4.5806 4.3000
H 3.0945 3.8396 1.5655
Ge 1.4066 5.5462 0.5259
C -1.4035 2.4959 3.9420
C -3.4801 -1.8873 1.0978
H 1.1119 7.5183 2.1436
H -0.8474 3.5651 2.1816
C 1.0334 -2.6482 -1.7585
C 1.3638 -1.8240 2.0409
H -1.1913 5.1960 0.5659
H 2.6535 5.5275 -1.7281
H -3.7899 1.0724 0.4278
H -0.1105 2.5404 0.1628
H -0.6880 6.3129 -0.6875
C -1.3492 3.7031 4.8206
C 0.7161 0.2012 -4.7376
H -8.2218 -1.7751 1.4249
H -2.0130 1.1652 5.4951
N 1.0416 -0.9943 1.0964
H -7.9542 -3.5188 1.5412
H -0.4714 -5.6604 0.1227
C -1.0893 2.5934 2.5904
C 4.4472 2.7046 -0.4545
C -0.3517 -2.7920 -1.6626
C 0.5153 -2.2051 -4.7650
C -1.7710 0.1200 3.6535
Ru 1.9028 0.0654 -0.4293
C -3.9622 -3.0434 1.6960
C 5.2496 -2.3469 -4.1776
H 0.9934 1.1115 -4.2215
H -4.4469 0.4797 -1.0994
H 0.6378 -3.1592 -4.2703
H -3.3303 -5.0517 2.0281
H 7.1964 -2.2186 -3.2973
H -0.3164 3.9032 5.1102
Se 2.5232 2.5108 -0.4420
C -1.7525 1.2537 4.4512
H -1.9638 -4.0086 -0.9397
C 1.8684 -3.5906 -1.1636
H 0.0728 1.2034 -6.5186
```

Properties
LUMO (alpha / beta) ... -7.7844 / -7.7486 eV
Spin multiplicity ... 2
Total charge ... +2
Energy ... -7095.64357 Eh
Energy relative to the best compared isomer or geometry (same formula, charge and spin) ... 81.5 kcal/mol

No. 2
Formula: C44H53N7O4S6TeTi
Source: the OMol25 dataset
Level of theory: wB97M-V/def2-TZVPD

```
116
Properties=species:S:1:pos:R:3
H -2.6084 -3.7433 -2.3920
H 3.7223 0.1291 4.4315
H 6.7656 3.5846 4.6501
C -4.2524 -3.2735 -0.3804
H 5.0435 -1.3059 1.4444
H 2.0078 -0.0171 3.9823
C -1.0999 2.6642 2.5723
H -2.3760 5.7191 3.2441
Ti -0.8595 -0.3279 -0.0540
H 9.7712 3.5707 3.0594
C -0.1738 2.5726 3.6039
N -2.6587 -1.4907 -0.4978
H 0.7212 -4.4344 0.6733
N 3.3788 -0.6096 2.5313
C -3.0459 0.4452 -1.7818
C 6.2799 1.8361 -0.3900
C 3.5352 4.6879 -3.0454
H -1.8000 -2.4820 4.4474
H 3.8221 7.4334 -1.1332
H 9.6408 1.8704 3.4802
H 6.1978 2.6811 -1.0761
O -1.8269 0.5271 1.6616
H 0.4446 1.6889 3.6834
H 7.1738 1.2745 -0.6543
H 1.7674 -3.7601 1.9429
H 3.8205 7.0081 1.0692
H -1.5837 -3.9248 -3.8248
H 3.3215 3.8215 3.3818
C -1.1435 1.5891 1.5506
C 3.6429 6.0347 -2.7356
N -0.4274 1.6249 0.4444
C -0.1894 -2.8313 1.7475
C 9.1439 2.8367 3.5663
N -1.3892 1.8437 -2.2416
S 1.5138 -3.5500 -4.2057
H 4.5962 6.9864 -4.4058
C 3.5804 4.0820 -0.7187
H 3.1947 -1.5275 -0.3222
C -0.0484 3.6139 4.5095
H 2.8656 2.1713 -3.4264
C -1.7628 4.8353 3.3458
O 1.6385 -2.7019 0.1707
H -2.2936 -3.2765 0.4699
C -3.5380 -0.8086 -1.2589
C 2.4571 -0.8729 1.5870
H -3.6174 1.0536 -2.4759
C -1.8016 -3.2928 -2.9662
H 0.7871 4.1126 -2.5880
H 2.8425 6.9456 -4.5108
H 3.0637 1.5968 -1.7711
S 1.0949 -0.1316 -1.5434
N -0.7841 -3.3143 2.8309
H 2.9796 1.3102 3.3321
C 5.3870 3.2301 3.0551
O 1.3921 -0.2656 1.5496
H -2.6203 3.8560 1.6382
C 3.6786 7.0718 -3.8223
H 5.3767 -0.0506 2.6172
C 3.7300 6.3878 -1.3977
C 3.4700 2.2679 -2.5253
H 4.4755 1.9253 -2.7747
H -6.1363 -2.9625 -1.3787
S 0.2324 2.9661 -0.2750
C 2.7837 -1.9807 0.5823
C 3.5158 3.6998 -2.0646
C -1.8962 3.7949 2.4396
C -1.9596 -2.6498 3.3832
C 3.6871 5.4405 -0.3808
C 1.4231 -1.3449 -2.7349
C 7.7769 2.7985 2.9452
H 3.4834 4.3861 -4.0850
H -4.4841 -4.2634 -0.0170
H -0.7305 5.5643 5.0752
N -0.0370 3.5654 -2.7842
H -2.0923 -2.2973 -3.2974
C -0.3911 -4.5429 3.5049
C -0.4929 2.6901 -1.8643
H 8.4717 2.0077 1.0850
C -3.0243 -2.7112 -0.0924
S 2.7604 -0.9795 -3.8061
H -0.2553 3.3760 -3.7485
C 5.2368 2.7681 1.7415
H 9.0941 3.1056 4.6195
H -1.1965 -5.2751 3.4292
C -0.8373 4.7474 4.3758
C 6.3636 2.3200 1.0294
H 2.8650 5.6158 1.5955
H 4.1313 3.1339 4.7972
S 3.7549 -2.7365 -5.9827
H 5.0625 -1.7079 3.1754
H 0.6660 3.5422 5.3183
C -4.7955 -1.3032 -1.5964
H 4.6199 5.5107 1.5529
C 0.8506 -2.5488 -2.9288
C 3.7524 5.9222 1.0393
C -5.1669 -2.5501 -1.1409
C 7.6068 2.3486 1.6406
H -0.2116 -4.3354 4.5601
O -0.6361 -1.8226 1.1812
H -2.1122 -1.6927 2.8865
H 0.5051 -4.9692 3.0729
S -0.3661 -3.2023 -1.8634
H -2.8371 -3.2845 3.2529
C 2.7342 -2.4448 -4.7455
C 4.7891 -0.9518 2.4368
C 1.0508 -3.5051 1.1537
N -1.8366 0.7872 -1.4832
C 3.0003 0.2598 3.6281
C 6.6581 3.2278 3.6322
H 5.4036 1.2049 -0.5504
H 3.6337 8.0779 -3.4102
H 3.5152 -2.6789 1.0003
C 4.2679 3.7619 3.9150
H 4.5192 4.7611 4.2721
Te 3.3186 2.6335 0.8168
H -5.4457 -0.7088 -2.2201
```

Properties
LUMO (alpha / beta) ... -3.0952 / -3.4290 eV
Spin multiplicity ... 2
Total charge ... +1
Energy ... -5899.24688 Eh
Energy relative to the best compared isomer or geometry (same formula, charge and spin) ... 0.0 kcal/mol

Among the records above, which one has the highest energy relative to the best compared isomer or geometry (same formula, charge and spin)? C44H53GeNO2PRuSeTe